No. 1
Computed, not measured: a 12-piece molecular cluster, C63H150BN10O27 overall at a distorted geometry, with the ωB97M-V functional and the def2-TZVPD basis.

Each line ends with the Löwdin charge.
Element x y z (Å)
O (0.157, 3.533, 2.704)  0.09
C (-0.318, 2.886, 1.730)  -0.24
O (0.220, 1.740, 1.145)  0.18
B (-0.741, 1.333, 0.099)  -0.96
O (-1.846, 2.279, 0.090)  0.23
C (-1.641, 3.230, 0.997)  -0.31
O (-2.428, 4.185, 1.201)  0.08
O (-1.244, -0.015, 0.405)  0.20
C (-0.768, -0.907, -0.440)  -0.33
O (-0.936, -2.126, -0.423)  0.11
C (-0.059, -0.104, -1.564)  -0.32
O (-0.063, 1.176, -1.188)  0.21
O (0.410, -0.578, -2.603)  0.11
C (1.483, 1.134, -8.248)  -0.06
C (2.036, 1.089, -6.828)  -0.47
C (1.416, -0.105, -6.105)  -0.05
O (3.440, 0.858, -6.940)  -0.07
H (0.439, 1.430, -8.145)  0.08
H (1.516, 0.174, -8.765)  0.08
H (1.986, 1.851, -8.896)  0.07
H (1.958, 2.018, -6.263)  0.14
H (1.737, -1.044, -6.555)  0.08
H (0.329, -0.167, -6.055)  0.06
H (1.762, 0.002, -5.077)  0.07
H (3.700, 0.603, -6.052)  0.07
C (0.544, -4.344, -2.910)  -0.11
O (1.649, -5.004, -3.481)  -0.21
C (1.326, -6.255, -4.128)  -0.20
C (2.583, -6.739, -4.825)  -0.19
N (3.793, -6.774, -3.923)  -0.01
C (5.049, -7.064, -4.638)  -0.19
C (4.980, -8.210, -5.687)  -0.25
O (4.662, -9.316, -4.902)  -0.22
C (4.580, -10.568, -5.580)  -0.10
H (0.785, -3.382, -2.456)  0.07
H (0.197, -5.042, -2.148)  0.07
H (-0.189, -4.113, -3.683)  0.08
H (0.507, -6.066, -4.822)  0.12
H (1.095, -6.977, -3.345)  0.10
H (2.798, -6.044, -5.636)  0.10
H (2.386, -7.748, -5.188)  0.11
H (3.697, -7.683, -3.494)  0.08
H (5.826, -7.328, -3.920)  0.12
H (5.434, -6.201, -5.181)  0.09
H (5.947, -8.406, -6.152)  0.11
H (4.276, -8.057, -6.506)  0.11
H (4.458, -11.354, -4.835)  0.09
H (5.434, -10.811, -6.212)  0.08
H (3.688, -10.546, -6.205)  0.08
C (7.775, 2.475, 3.903)  -0.12
O (6.399, 2.702, 3.693)  -0.20
C (6.118, 4.007, 3.330)  -0.22
C (4.822, 3.864, 2.511)  -0.21
N (5.004, 3.071, 1.318)  -0.05
C (3.741, 2.730, 0.698)  -0.21
C (3.734, 1.336, -0.036)  -0.15
O (3.916, 0.223, 0.876)  -0.20
C (2.958, 0.084, 1.920)  -0.10
H (8.485, 2.496, 3.076)  0.09
H (7.897, 1.458, 4.278)  0.08
H (8.207, 3.063, 4.713)  0.08
H (6.963, 4.339, 2.727)  0.12
H (5.988, 4.549, 4.267)  0.12
H (4.443, 4.865, 2.307)  0.12
H (4.093, 3.307, 3.100)  0.11
H (5.454, 2.223, 1.632)  0.10
H (3.444, 3.452, -0.062)  0.09
H (2.945, 2.888, 1.425)  0.09
H (4.609, 1.296, -0.685)  0.12
H (2.871, 1.318, -0.701)  0.11
H (1.937, 0.067, 1.538)  0.07
H (2.984, 0.970, 2.553)  0.08
H (3.241, -0.743, 2.572)  0.10
C (-4.108, -0.050, 1.957)  -0.08
O (-4.561, -0.308, 3.285)  -0.17
C (-4.057, 0.596, 4.257)  -0.21
C (-4.019, -0.013, 5.686)  -0.16
N (-3.182, -1.212, 5.651)  -0.09
C (-2.920, -1.864, 6.888)  -0.20
C (-2.224, -3.232, 6.669)  -0.22
O (-3.104, -4.158, 6.049)  -0.19
C (-2.383, -5.389, 5.816)  -0.10
H (-3.025, -0.154, 1.882)  0.06
H (-4.305, 0.965, 1.612)  0.09
H (-4.457, -0.722, 1.174)  0.09
H (-4.694, 1.476, 4.350)  0.09
H (-3.132, 1.080, 3.944)  0.10
H (-5.053, -0.174, 5.990)  0.12
H (-3.536, 0.688, 6.366)  0.11
H (-3.450, -1.706, 4.812)  0.11
H (-3.850, -1.950, 7.449)  0.11
H (-2.268, -1.248, 7.508)  0.11
H (-1.842, -3.645, 7.603)  0.11
H (-1.321, -3.093, 6.076)  0.10
H (-2.979, -6.027, 5.163)  0.09
H (-2.090, -5.860, 6.755)  0.08
H (-1.513, -5.141, 5.208)  0.07
C (0.294, 3.328, 7.821)  -0.11
O (0.123, 2.699, 6.552)  -0.19
C (-0.177, 1.323, 6.631)  -0.22
C (-0.174, 0.833, 5.190)  -0.22
N (-0.297, -0.613, 5.029)  -0.02
C (-0.101, -0.910, 3.606)  -0.17
C (0.238, -2.401, 3.233)  -0.16
O (-0.755, -3.332, 3.689)  -0.22
C (-1.888, -3.292, 2.845)  -0.10
H (1.282, 3.167, 8.253)  0.08
H (-0.502, 3.135, 8.541)  0.09
H (0.333, 4.395, 7.599)  0.08
H (-1.155, 1.164, 7.086)  0.11
H (0.592, 0.708, 7.098)  0.12
H (0.768, 1.134, 4.733)  0.12
H (-0.987, 1.367, 4.698)  0.10
H (-1.251, -0.825, 5.287)  0.05
H (0.633, -0.221, 3.188)  0.08
H (-1.007, -0.681, 3.045)  0.09
H (1.156, -2.710, 3.732)  0.12
H (0.468, -2.684, 2.205)  0.10
H (-2.393, -2.327, 2.896)  0.07
H (-2.660, -3.976, 3.199)  0.09
H (-1.601, -3.634, 1.851)  0.06
C (-4.036, 7.220, 0.510)  -0.09
O (-3.482, 8.265, -0.317)  -0.19
C (-2.618, 9.192, 0.322)  -0.20
C (-1.173, 8.655, 0.610)  -0.23
N (-0.532, 8.232, -0.613)  -0.03
C (0.778, 7.580, -0.324)  -0.19
C (0.681, 6.140, 0.135)  -0.22
O (0.051, 5.318, -0.836)  -0.21
C (0.957, 4.762, -1.853)  -0.03
H (-4.904, 6.782, 0.016)  0.09
H (-4.443, 7.561, 1.462)  0.08
H (-3.240, 6.500, 0.700)  0.06
H (-2.939, 9.464, 1.328)  0.10
H (-2.489, 10.064, -0.318)  0.12
H (-1.293, 7.874, 1.360)  0.08
H (-0.615, 9.459, 1.090)  0.11
H (-1.057, 7.395, -0.826)  0.08
H (1.253, 8.137, 0.484)  0.11
H (1.363, 7.704, -1.235)  0.11
H (0.153, 6.031, 1.083)  0.11
H (1.673, 5.781, 0.408)  0.12
H (0.359, 4.082, -2.460)  0.08
H (1.765, 4.192, -1.394)  0.07
H (1.455, 5.517, -2.462)  0.08
C (3.368, -3.065, 0.020)  -0.04
O (3.418, -3.146, -1.441)  -0.17
C (3.611, -1.947, -2.084)  -0.25
C (3.445, -2.083, -3.630)  -0.18
N (4.256, -3.196, -4.169)  -0.01
C (4.054, -3.396, -5.627)  -0.20
C (4.851, -2.441, -6.435)  -0.20
O (5.903, -1.816, -5.659)  -0.20
C (6.684, -0.975, -6.422)  -0.13
H (4.394, -2.797, 0.274)  0.09
H (3.083, -3.980, 0.539)  0.07
H (2.731, -2.238, 0.335)  0.06
H (4.553, -1.428, -1.908)  0.12
H (2.863, -1.230, -1.746)  0.10
H (3.677, -1.082, -3.992)  0.10
H (2.402, -2.338, -3.816)  0.10
H (5.201, -2.839, -4.192)  0.08
H (2.996, -3.342, -5.882)  0.11
H (4.351, -4.408, -5.904)  0.08
H (4.225, -1.648, -6.845)  0.10
H (5.193, -2.927, -7.349)  0.12
H (7.070, -1.500, -7.297)  0.08
H (7.552, -0.631, -5.860)  0.09
H (6.072, -0.150, -6.785)  0.08
C (-4.466, 4.016, 3.796)  -0.14
O (-3.932, 4.488, 4.993)  -0.17
C (-2.512, 4.505, 5.050)  -0.19
C (-1.819, 5.652, 4.280)  -0.18
N (-2.035, 6.916, 5.062)  -0.03
C (-1.471, 8.000, 4.242)  -0.25
C (-1.565, 9.378, 4.830)  -0.23
O (-1.141, 10.401, 3.913)  -0.20
C (0.291, 10.731, 3.995)  -0.08
H (-5.449, 3.574, 3.962)  0.09
H (-3.902, 3.251, 3.262)  0.06
H (-4.547, 4.867, 3.120)  0.08
H (-2.125, 3.582, 4.618)  0.10
H (-2.241, 4.608, 6.101)  0.12
H (-2.217, 5.646, 3.266)  0.09
H (-0.744, 5.484, 4.220)  0.11
H (-3.013, 7.163, 5.116)  0.10
H (-2.021, 8.028, 3.302)  0.09
H (-0.414, 7.842, 4.027)  0.12
H (-0.941, 9.399, 5.724)  0.12
H (-2.598, 9.550, 5.132)  0.12
H (0.574, 11.316, 3.120)  0.08
H (0.940, 9.857, 4.045)  0.08
H (0.547, 11.402, 4.816)  0.07
C (-7.127, -3.339, -6.269)  -0.12
O (-6.231, -2.782, -5.316)  -0.17
C (-4.930, -3.342, -5.503)  -0.22
C (-4.000, -2.828, -4.372)  -0.24
N (-4.440, -3.398, -3.136)  -0.06
C (-3.575, -2.879, -2.064)  -0.18
C (-3.963, -3.501, -0.667)  -0.19
O (-5.184, -2.873, -0.304)  -0.21
C (-5.911, -3.523, 0.704)  -0.12
H (-6.978, -2.932, -7.269)  0.08
H (-8.133, -3.008, -6.011)  0.08
H (-7.177, -4.427, -6.301)  0.09
H (-4.398, -3.137, -6.431)  0.11
H (-4.880, -4.430, -5.465)  0.12
H (-4.055, -1.740, -4.327)  0.11
H (-2.964, -3.115, -4.552)  0.11
H (-5.385, -3.041, -3.144)  0.10
H (-3.656, -1.795, -1.981)  0.12
H (-2.568, -3.171, -2.364)  0.11
H (-3.147, -3.387, 0.046)  0.09
H (-4.168, -4.557, -0.844)  0.11
H (-5.371, -3.825, 1.601)  0.08
H (-6.235, -4.445, 0.222)  0.08
H (-6.816, -2.955, 0.921)  0.09
C (-3.138, 4.875, -1.894)  -0.07
C (-3.227, 4.270, -3.294)  -0.42
C (-2.579, 2.880, -3.260)  -0.20
O (-2.575, 2.362, -4.575)  -0.17
C (-1.732, 1.243, -4.786)  -0.10
N (-4.637, 4.198, -3.618)  0.04
H (-3.557, 4.332, -1.047)  0.08
H (-3.535, 5.890, -1.881)  0.07
H (-2.097, 4.930, -1.574)  0.06
H (-2.712, 4.920, -4.001)  0.14
H (-3.130, 2.225, -2.585)  0.13
H (-1.583, 2.996, -2.834)  0.10
H (-0.779, 1.546, -4.353)  0.07
H (-1.459, 0.979, -5.807)  0.07
H (-2.010, 0.361, -4.209)  0.08
H (-4.965, 5.060, -3.207)  0.05
H (-5.000, 3.566, -2.918)  0.07
C (0.196, -5.311, 0.745)  -0.07
C (0.995, -6.588, 0.806)  -0.45
C (0.691, -7.513, 1.977)  -0.19
O (1.644, -8.542, 1.910)  -0.20
C (1.594, -9.593, 2.884)  -0.10
N (0.859, -7.164, -0.477)  0.06
H (0.028, -4.969, 1.766)  0.06
H (-0.839, -5.520, 0.474)  0.08
H (0.537, -4.490, 0.114)  0.07
H (1.996, -6.162, 0.876)  0.14
H (-0.299, -7.956, 1.864)  0.12
H (0.729, -7.092, 2.982)  0.13
H (2.281, -10.412, 2.672)  0.08
H (0.621, -10.081, 2.836)  0.08
H (1.764, -9.267, 3.910)  0.08
H (-0.067, -7.560, -0.551)  0.08
H (1.514, -7.925, -0.590)  0.08

Its lowest unoccupied orbital energy is 0.070 hartree. As for the net charge: -1. Its relative energy (zero: lowest compared OMol25 entry of this formula, charge and spin) is 3.454 eV.


No. 2
Computed, not measured: a 2-piece molecular cluster, C6H9N3 overall at a distorted geometry, with the ωB97M-V functional and the def2-TZVPD basis.

Each line ends with the Löwdin charge.
Element x y z (Å)
H (-2.347, 1.717, -0.296)  0.07
N (-1.347, 1.685, -0.107)  0.13
C (-0.951, 0.607, 0.473)  -0.48
C (-1.773, -0.659, 0.643)  -0.05
C (-0.090, 0.791, 1.702)  -0.18
N (0.509, 0.978, 2.667)  0.16
H (-2.317, -0.644, 1.587)  0.09
H (-2.480, -0.758, -0.180)  0.08
H (-1.104, -1.521, 0.657)  0.08
C (0.371, 0.046, -2.213)  -0.10
C (0.796, -0.136, -0.824)  -0.14
C (1.647, -0.432, 0.012)  -0.16
N (2.482, -0.727, 0.999)  0.08
H (-0.362, -0.714, -2.492)  0.08
H (-0.109, 1.023, -2.299)  0.07
H (1.219, 0.010, -2.894)  0.08
H (3.353, -1.199, 0.793)  0.11
H (2.501, -0.068, 1.772)  0.08

Its lowest unoccupied orbital energy is 0.007 hartree. Its relative energy (zero: lowest compared OMol25 entry of this formula, charge and spin) is 3.418 eV. The SMILES is [H]/N=C(\C)C#N.CC#CN.


No. 3
Computed, not measured: one molecule with the formula C3H5NO3 at a distorted geometry, with the ωB97M-V functional and the def2-TZVPD basis.

Each line ends with the Löwdin charge.
Element x y z (Å)
O (1.072, -2.067, 0.289)  0.15
C (0.487, -1.051, 0.166)  -0.44
C (0.227, 0.240, 0.965)  -0.20
O (-1.023, -0.043, 1.769)  -0.08
C (-0.070, 0.970, -0.347)  -0.05
N (-0.009, -0.381, -0.914)  -0.08
O (0.238, -0.970, -2.176)  0.03
H (1.113, 0.734, 1.536)  0.18
H (-1.039, 0.635, 2.595)  0.16
H (-1.049, 1.412, -0.319)  0.11
H (0.592, 1.678, -0.831)  0.12
H (-0.540, -1.157, -2.734)  0.11

Its lowest unoccupied orbital energy is 0.021 hartree. Its relative energy (zero: lowest compared OMol25 entry of this formula, charge and spin) is 4.560 eV. The SMILES is O=C1[C@H](O)CN1O.


No. 4
Computed, not measured: a 7-piece molecular cluster, H14O7 overall at a distorted geometry, with the ωB97M-V functional and the def2-TZVPD basis.

Each line ends with the Löwdin charge.
Element x y z (Å)
O (0.907, -1.972, 0.280)  -0.10
H (0.447, -1.687, 1.079)  0.04
H (0.510, -1.590, -0.570)  0.10
O (-1.073, 2.571, -1.550)  -0.09
H (-0.886, 1.641, -1.754)  0.02
H (-2.029, 2.587, -1.861)  0.07
O (-1.062, -3.068, -0.102)  -0.08
H (-0.212, -3.195, 0.255)  -0.04
H (-0.920, -3.453, -0.979)  0.05
O (-1.688, -0.543, 4.475)  -0.02
H (-1.835, 0.371, 4.599)  0.04
H (-0.725, -0.461, 4.321)  0.08
O (2.847, 2.373, -0.750)  -0.06
H (3.415, 2.080, -0.067)  0.00
H (2.965, 1.750, -1.519)  0.05
O (-2.000, -0.747, 1.918)  -0.05
H (-1.693, 0.018, 1.402)  0.05
H (-1.873, -0.543, 2.822)  -0.08
O (1.315, 1.030, -4.072)  -0.09
H (1.258, 1.968, -3.909)  0.01
H (2.333, 0.868, -4.018)  0.09

Its lowest unoccupied orbital energy is 0.005 hartree. Its relative energy (zero: lowest compared OMol25 entry of this formula, charge and spin) is 3.320 eV. The SMILES is O.O.O.O.O.O.O.


Results for orbital gap: 8.405, 8.733, 10.288, 10.316 (in eV, following the order of the records).